Record 1
15
Properties=species:S:1:pos:R:3 method="wB97M-V/def2-TZVPD" homo_lumo_gap_ev=9.958 lumo_energy_ha=-0.192 total_charge=+1 homo_energy_ev=-15.18
C -0.726 1.323 -1.009
C -1.041 -0.922 -1.729
N -0.792 -0.104 -0.709
H -0.955 2.078 -0.151
H -1.190 1.753 -1.966
H 0.370 1.390 -1.193
H -1.483 -0.457 -2.626
H -1.084 -1.953 -1.875
H -0.324 -0.400 0.157
H -0.651 -1.687 2.317
H -0.106 -0.298 1.878
O -0.746 -0.986 1.802
H 3.165 -0.682 1.645
H 3.066 0.864 1.783
O 2.496 0.081 1.676



Record 2
88
Properties=species:S:1:pos:R:3 method="wB97M-V/def2-TZVPD" homo_lumo_gap_ev="5.785 / 5.852" s_squared=0.81 lumo_energy_ha="-0.064 / -0.064" multiplicity=2 homo_energy_ev="-7.53 / -7.59"
V -0.392 3.117 -1.633
C 0.476 7.377 -1.889
C 0.134 5.930 -2.041
N -0.033 5.114 -1.062
O 0.201 5.587 0.151
B -0.247 4.868 1.371
F 0.599 5.210 2.391
F -1.566 5.212 1.687
O -0.151 3.357 1.229
N -1.058 2.763 0.417
C -1.795 1.650 1.053
C -2.446 2.213 2.329
C -2.777 1.041 -1.399
N -2.105 1.862 -2.121
O -2.283 1.702 -3.448
B -2.269 3.003 -4.206
F -2.931 3.967 -3.417
F -2.893 2.798 -5.403
O -0.872 3.481 -4.439
N -0.418 4.068 -3.295
C -0.140 5.329 -3.338
C -0.194 6.106 -4.604
C -3.627 -0.010 -2.053
H 0.591 7.613 -0.836
H -0.322 7.987 -2.316
H 1.406 7.601 -2.413
H -2.951 3.149 2.097
H -1.670 2.411 3.064
H -3.168 1.503 2.722
H -0.067 5.431 -5.445
H 0.573 6.878 -4.618
H -1.175 6.578 -4.698
H -4.427 -0.319 -1.390
H -2.984 -0.861 -2.294
H -4.027 0.378 -2.986
F 4.236 -2.684 1.905
C 2.891 -2.501 1.906
C 2.365 -1.253 1.692
C 0.990 -1.066 1.741
C 0.472 0.286 1.413
O 1.234 1.201 1.232
C -0.989 0.390 1.447
C -1.711 -0.677 1.843
N -1.212 -1.929 2.107
C -2.124 -3.020 2.332
C -2.349 -4.021 1.231
C -3.426 -3.045 1.592
C 0.145 -2.145 2.015
C 0.700 -3.415 2.193
C 2.074 -3.604 2.139
N 2.580 -4.924 2.303
C 3.854 -5.334 1.744
C 3.767 -6.872 1.527
N 2.326 -7.241 1.654
C 1.878 -7.106 3.071
C 2.265 -5.667 3.508
C -2.897 1.145 0.083
O -3.907 0.707 0.592
O -1.771 3.529 -0.349
H 2.996 -0.397 1.479
H -2.782 -0.602 1.938
H -2.119 -3.383 3.355
H -2.485 -5.062 1.496
H -1.821 -3.854 0.301
H -4.296 -3.397 2.126
H -3.636 -2.253 0.886
H 0.051 -4.263 2.370
H 4.705 -5.098 2.389
H 4.002 -4.820 0.797
H 4.328 -7.426 2.276
H 4.128 -7.158 0.542
H 2.110 -8.156 1.267
H 1.822 -6.494 1.153
H 2.371 -7.863 3.677
H 0.802 -7.266 3.108
H 3.126 -5.697 4.189
H 1.445 -5.186 4.031
O 2.910 2.603 -3.162
P 2.680 2.323 -1.594
O 3.922 2.422 -0.843
O 1.467 3.182 -1.197
O 2.189 0.737 -1.638
P 0.763 0.400 -2.296
O 1.190 -0.514 -3.556
O -0.121 -0.371 -1.393
O 0.274 1.694 -2.898
H 2.089 2.422 -3.649
H 1.504 -1.370 -3.240



Record 3
112
Properties=species:S:1:pos:R:3 method="wB97M-V/def2-TZVPD" homo_lumo_gap_ev=9.811 lumo_energy_ha=0.020 smiles=COCCOC.COCCOC.COCCOC.COCCOC.COCCOC.COCCOC.COCCOC homo_energy_ev=-9.27
C 2.323 -4.314 -2.183
O 2.697 -3.138 -2.861
C 2.439 -3.100 -4.215
C 3.426 -3.711 -5.230
O 4.598 -2.926 -5.330
C 5.368 -2.881 -4.179
H 2.819 -4.386 -1.215
H 2.542 -5.186 -2.799
H 1.240 -4.217 -2.113
H 2.009 -2.132 -4.471
H 1.653 -3.831 -4.409
H 3.059 -3.566 -6.247
H 3.714 -4.724 -4.953
H 5.739 -3.868 -3.901
H 4.847 -2.362 -3.374
H 6.301 -2.370 -4.414
C 1.095 3.908 3.211
O -0.226 3.444 3.183
C -1.167 4.432 3.183
C -1.134 5.458 1.989
O -0.022 6.403 2.142
C 0.011 7.398 1.167
H 1.456 4.019 2.189
H 1.637 3.101 3.704
H 1.235 4.850 3.741
H -1.166 4.887 4.174
H -2.182 4.050 3.296
H -2.070 6.010 1.904
H -0.874 4.934 1.070
H -0.952 7.686 0.745
H 0.489 7.127 0.225
H 0.432 8.329 1.547
C -8.750 -5.927 0.147
O -7.799 -5.124 0.912
C -6.551 -4.988 0.303
C -5.691 -4.115 1.226
O -4.463 -3.795 0.564
C -3.708 -2.921 1.298
H -8.255 -6.808 -0.263
H -9.071 -5.331 -0.707
H -9.604 -6.358 0.669
H -6.736 -4.384 -0.585
H -6.113 -5.979 0.188
H -5.515 -4.639 2.165
H -6.337 -3.251 1.384
H -2.754 -2.873 0.773
H -3.596 -3.295 2.315
H -4.077 -1.895 1.309
C 4.835 -0.488 -0.935
O 6.107 0.172 -0.796
C 6.015 1.263 0.124
C 7.250 2.118 0.187
O 6.913 3.461 0.695
C 8.032 4.297 1.191
H 4.093 0.022 -1.550
H 4.444 -0.747 0.049
H 4.915 -1.422 -1.491
H 5.786 0.916 1.131
H 5.190 1.874 -0.243
H 7.731 2.197 -0.788
H 7.926 1.645 0.900
H 8.969 3.949 0.758
H 7.969 4.339 2.279
H 7.904 5.335 0.883
C 1.167 -1.374 -0.406
O 0.077 -0.583 0.179
C -0.044 -0.978 1.574
C -1.141 -0.158 2.194
O -1.541 -0.570 3.489
C -0.714 0.033 4.476
H 1.300 -0.953 -1.402
H 0.891 -2.414 -0.579
H 2.167 -1.348 0.028
H 0.910 -0.939 2.099
H -0.292 -2.040 1.585
H -2.106 -0.233 1.691
H -0.934 0.897 2.012
H -1.011 -0.259 5.483
H -0.700 1.120 4.392
H 0.348 -0.212 4.475
C -0.188 0.131 -4.281
O 0.116 1.435 -4.671
C 1.361 1.909 -4.261
C 2.539 1.354 -4.999
O 2.667 1.827 -6.298
C 3.829 1.336 -6.924
H -1.264 0.079 -4.450
H 0.045 -0.016 -3.226
H 0.384 -0.633 -4.807
H 1.399 1.856 -3.173
H 1.324 2.995 -4.349
H 2.478 0.267 -5.051
H 3.444 1.624 -4.454
H 3.636 0.267 -7.010
H 4.779 1.530 -6.426
H 3.919 1.737 -7.934
C -4.090 1.590 2.534
O -5.264 2.172 3.094
C -5.829 1.446 4.177
C -6.671 0.195 3.871
O -5.836 -0.973 3.611
C -5.117 -1.621 4.707
H -4.032 2.260 1.675
H -4.157 0.526 2.308
H -3.228 1.739 3.184
H -6.525 2.214 4.516
H -5.166 1.234 5.016
H -7.184 0.357 2.922
H -7.428 -0.009 4.628
H -4.446 -0.881 5.143
H -4.496 -2.490 4.489
H -5.775 -2.017 5.480



Record 4
90
Properties=species:S:1:pos:R:3 method="wB97M-V/def2-TZVPD" homo_lumo_gap_ev=6.989 lumo_energy_ha=-0.161 total_charge=+1 homo_energy_ev=-11.38
Ti 0.260 0.143 0.023
C 0.165 -3.514 1.324
O 0.644 -2.363 0.674
Si 1.733 -2.382 -0.605
C 2.982 -3.783 -0.277
C 0.813 -2.837 -2.218
C 2.173 -0.532 -0.491
Si 3.180 -0.057 -2.075
C 4.119 1.602 -1.891
C 4.514 -1.377 -2.427
C 2.244 0.036 -3.743
Si 3.226 -0.226 1.106
C 3.717 1.581 1.522
C 4.903 -1.144 1.129
C 2.188 -0.744 2.637
H -0.230 -3.232 2.301
H 0.968 -4.235 1.475
H -0.633 -3.983 0.743
H 2.527 -4.749 -0.480
H 3.333 -3.785 0.750
H 3.851 -3.708 -0.918
H 0.282 -3.780 -2.106
H 1.511 -2.960 -3.040
H 0.086 -2.076 -2.507
H 4.922 1.529 -1.166
H 3.479 2.434 -1.611
H 4.576 1.856 -2.843
H 5.140 -1.602 -1.575
H 5.172 -1.030 -3.216
H 4.074 -2.306 -2.770
H 2.008 1.053 -4.033
H 1.326 -0.539 -3.771
H 2.888 -0.357 -4.524
H 3.659 2.279 0.698
H 4.747 1.588 1.862
H 3.113 1.974 2.334
H 5.636 -0.604 0.535
H 4.878 -2.165 0.769
H 5.272 -1.165 2.151
H 1.144 -0.413 2.548
H 2.594 -0.294 3.540
H 2.190 -1.819 2.788
O -1.486 -0.706 3.731
C -1.785 -1.008 2.607
N -1.127 -0.559 1.451
C -1.680 -1.129 0.378
O -1.193 -0.878 -0.755
C -2.835 -1.958 0.749
C -3.783 -2.644 0.017
C -4.816 -3.255 0.723
C -4.887 -3.185 2.104
C -3.926 -2.497 2.844
C -2.908 -1.883 2.148
H -3.734 -2.694 -1.058
H -5.583 -3.784 0.178
H -5.710 -3.662 2.615
H -3.987 -2.430 3.920
C -3.368 4.363 -0.769
C -2.498 3.200 -1.227
P -2.100 1.939 0.095
C -3.845 1.306 0.406
C -4.376 1.336 1.834
C -1.746 3.077 1.524
C -1.005 2.380 2.657
H -3.609 5.003 -1.614
H -2.846 4.965 -0.032
H -4.300 4.018 -0.331
H -1.555 3.588 -1.617
H -2.986 2.653 -2.041
H -3.857 0.274 0.040
H -4.521 1.876 -0.238
H -3.720 0.812 2.524
H -5.346 0.841 1.861
H -4.509 2.356 2.190
H -2.677 3.510 1.888
H -1.130 3.891 1.132
H -1.666 1.727 3.223
H -0.588 3.113 3.343
H -0.171 1.774 2.272
F 1.431 3.262 1.181
C 1.234 3.196 -0.148
C 0.754 2.000 -0.666
C 0.461 2.039 -2.025
F -0.156 0.910 -2.503
C 0.674 3.131 -2.854
F 0.347 3.103 -4.144
C 1.218 4.288 -2.291
F 1.441 5.358 -3.045
C 1.475 4.330 -0.921
F 1.932 5.447 -0.359